(1)
3 unconnected molecules or ions with the total composition C34H48F7NO12P2 in a non-equilibrium geometry, computed with the ωB97M-V functional and the def2-TZVPD basis.

Geometry as XYZ:
```
104
Properties=species:S:1:pos:R:3
C -4.947 5.048 1.121
O -5.194 3.704 0.774
C -5.073 3.499 -0.615
C -5.276 2.014 -0.890
C -4.360 1.164 -0.020
C -4.272 -0.298 -0.525
C -2.829 -0.681 -0.947
C -2.086 -1.232 0.265
C -0.568 -1.338 0.067
C 0.060 -0.049 -0.514
C 1.486 0.110 0.021
C 2.438 0.886 -0.906
C 2.475 0.300 -2.306
C 1.858 1.069 -3.287
C 1.777 0.631 -4.589
O 1.134 1.332 -5.618
C 0.766 2.529 -5.304
N 0.420 3.526 -4.878
C 2.323 -0.597 -4.921
C 2.951 -1.369 -3.944
C 3.049 -0.948 -2.609
C 3.704 -1.829 -1.568
C 4.795 -1.167 -0.691
C 5.607 -0.129 -1.409
F 5.869 -0.311 -2.716
C 6.084 0.943 -0.760
F 6.610 0.788 0.445
F 6.025 2.191 -1.181
C 3.520 -2.678 -4.418
O 4.563 -3.138 -4.051
C 2.684 -3.367 -5.463
C 2.569 -4.874 -5.419
F 3.206 -5.474 -6.446
F 3.090 -5.376 -4.276
C 1.073 -5.279 -5.398
F 0.924 -6.565 -5.082
F 0.465 -4.508 -4.455
C 2.087 -2.620 -6.381
C 2.225 -1.138 -6.316
O 2.229 -0.462 -7.306
H -3.883 5.297 1.099
H -5.536 5.723 0.494
H -5.302 5.208 2.137
H -5.804 4.113 -1.150
H -4.067 3.771 -0.965
H -5.134 1.828 -1.956
H -6.323 1.791 -0.672
H -4.757 1.155 0.991
H -3.353 1.585 0.010
H -4.947 -0.470 -1.361
H -4.549 -0.948 0.305
H -2.385 0.227 -1.354
H -2.910 -1.408 -1.757
H -2.491 -2.224 0.458
H -2.265 -0.567 1.114
H -0.423 -2.126 -0.679
H -0.048 -1.674 0.963
H -0.564 0.805 -0.249
H 0.019 -0.161 -1.596
H 1.896 -0.854 0.310
H 1.412 0.691 0.943
H 2.047 1.899 -0.989
H 3.430 0.975 -0.480
H 1.422 2.013 -2.997
H 2.910 -2.136 -0.888
H 4.116 -2.738 -1.972
H 4.367 -0.799 0.233
H 5.481 -1.967 -0.395
H 0.610 -5.027 -6.354
H 1.486 -3.088 -7.149
C -10.802 7.418 6.240
O -9.864 7.316 5.153
P -8.653 6.160 5.260
O -7.751 6.641 4.178
O -9.704 5.013 4.757
C -10.216 5.098 3.430
O -7.700 5.062 6.024
C -7.856 3.654 5.853
H -11.550 8.157 5.963
H -11.297 6.458 6.414
H -10.302 7.746 7.152
H -9.604 5.745 2.803
H -11.239 5.475 3.454
H -10.220 4.092 3.010
H -7.746 3.392 4.802
H -8.809 3.304 6.241
H -7.058 3.185 6.428
C 7.744 -7.037 2.068
O 7.302 -5.690 1.813
P 7.372 -4.583 3.071
O 6.505 -3.508 2.511
O 8.963 -4.344 2.775
C 9.343 -3.753 1.535
O 7.546 -4.073 4.626
C 8.724 -3.425 5.104
H 7.701 -7.581 1.129
H 8.774 -7.041 2.435
H 7.092 -7.526 2.792
H 8.506 -3.243 1.058
H 9.730 -4.521 0.864
H 10.133 -3.031 1.739
H 8.914 -2.524 4.524
H 9.585 -4.088 5.082
H 8.526 -3.154 6.140
```

Computed properties:
SMILES: COCCCCCCCCCCc1cc(OC#N)c2c(c1CCC(F)=C(F)F)C(=O)C(C(F)(F)C(F)F)=CC2=O.COP(=O)(OC)OC.COP(=O)(OC)OC
M: 857.69 g mol⁻¹
LUMO level: -1.247 eV
HOMO: -8.699 eV
charge: 0
frontier orbital gap: 7.45 eV

***

(2)
2 unconnected molecules or ions with the total composition C4H8O3, computed with the ωB97M-V functional and the def2-TZVPD basis.

Geometry as XYZ:
```
15
Properties=species:S:1:pos:R:3
C 1.254 1.168 -1.212
C 0.077 0.891 -0.271
O -0.972 1.793 -0.470
C -0.343 -0.523 -0.582
O -1.361 -0.806 -1.166
H 2.098 0.500 -1.004
H 1.581 2.203 -1.096
H 0.933 1.016 -2.248
H 0.406 0.948 0.776
H -1.642 1.323 -0.991
H 0.411 -1.296 -0.312
C -0.482 -1.913 1.830
O -1.085 -0.875 1.940
H -0.790 -2.702 1.117
H 0.434 -2.119 2.416
```

Computed properties:
SMILES: C[C@@H](O)C=O.C=O
M: 104.10 g mol⁻¹
LUMO level: 0.405 eV
energy relative to the best compared isomer or geometry (same formula, charge and spin): 2.4178 eV
HOMO: -10.184 eV
charge: 0
frontier orbital gap: 10.59 eV

***

(3)
C17H23N3O2 in the gas phase, computed with the ωB97M-V functional and the def2-TZVPD basis.

Geometry as XYZ:
```
45
Properties=species:S:1:pos:R:3
C 0.927 -1.187 2.031
C 2.168 -1.489 1.196
N 2.515 -0.339 0.385
C 3.314 0.667 1.063
C 4.786 0.342 0.745
C 4.724 -0.404 -0.596
C 3.213 -0.603 -0.860
C 2.695 0.390 -1.925
N 1.257 0.460 -1.890
C 0.645 1.388 -1.107
O 1.189 2.418 -0.736
C -0.759 1.113 -0.781
C -1.588 0.041 -1.016
C -2.832 0.342 -0.411
C -4.053 -0.356 -0.319
O -4.098 -1.578 -0.920
C -5.299 -2.306 -0.860
C -5.090 0.248 0.363
C -4.937 1.512 0.947
C -3.760 2.216 0.875
C -2.705 1.619 0.188
N -1.444 2.053 -0.053
H 0.103 -0.903 1.381
H 1.114 -0.365 2.717
H 0.639 -2.062 2.608
H 1.943 -2.327 0.530
H 2.994 -1.800 1.857
H 3.039 1.645 0.660
H 3.109 0.667 2.132
H 5.207 -0.299 1.520
H 5.391 1.244 0.689
H 5.181 0.170 -1.401
H 5.233 -1.366 -0.537
H 2.991 -1.619 -1.204
H 3.060 1.395 -1.710
H 3.030 0.086 -2.920
H 0.769 -0.413 -2.020
H -1.366 -0.860 -1.552
H -6.120 -1.766 -1.342
H -5.112 -3.233 -1.399
H -5.577 -2.538 0.174
H -6.045 -0.244 0.461
H -5.782 1.937 1.469
H -3.653 3.189 1.328
H -1.018 2.918 0.240
```

Computed properties:
SMILES: CCN1CCC[C@@H]1CNC(=O)c1cc2c(OC)cccc2[nH]1
M: 301.39 g mol⁻¹
LUMO level: 0.795 eV
energy relative to the best compared isomer or geometry (same formula, charge and spin): 1.3910 eV
HOMO: -7.706 eV
charge: 0
frontier orbital gap: 8.50 eV

***

(4)
A molecular structure, C35H26F2IN6O2SeTa in a non-equilibrium geometry, computed with the ωB97M-V functional and the def2-TZVPD basis.

Geometry as XYZ:
```
74
Properties=species:S:1:pos:R:3
Ta -0.107 0.494 -0.495
C 2.598 1.025 -4.339
C 3.237 1.381 -3.035
N 4.421 1.978 -3.069
C 5.081 2.249 -1.943
C 4.648 1.875 -0.687
C 5.497 2.113 0.540
O 5.825 0.894 1.198
C 3.386 1.262 -0.618
C 2.965 0.601 0.596
N 1.797 0.096 0.813
C 1.714 -0.786 1.946
C 2.067 -0.411 3.236
C 1.970 -1.341 4.262
C 1.515 -2.631 4.009
C 1.161 -3.013 2.720
C 1.266 -2.076 1.706
I 0.811 -2.522 -0.280
C 2.648 1.083 -1.797
O 1.368 0.629 -1.720
H 2.182 1.909 -4.829
H 1.809 0.288 -4.217
H 3.368 0.633 -5.001
H 6.029 2.763 -2.061
H 4.949 2.714 1.268
H 6.387 2.679 0.265
H 6.605 0.504 0.789
H 3.761 0.416 1.317
H 2.419 0.596 3.427
H 2.254 -1.053 5.265
H 1.441 -3.350 4.813
H 0.821 -4.020 2.516
F -1.124 1.718 -5.690
C -1.504 0.970 -4.657
C -0.749 1.018 -3.496
C -1.138 0.262 -2.397
C -2.286 -0.546 -2.491
C -2.984 -0.587 -3.697
F -4.060 -1.366 -3.831
C -2.613 0.166 -4.793
C -2.697 -1.208 -1.248
C -3.794 -2.067 -1.124
C -4.093 -2.629 0.097
C -3.287 -2.354 1.193
C -2.221 -1.512 1.013
N -1.923 -0.918 -0.165
H 0.117 1.660 -3.491
H -3.181 0.120 -5.711
H -4.400 -2.286 -1.984
H -4.944 -3.290 0.192
H -3.476 -2.792 2.162
H -1.552 -1.325 1.833
N -0.557 0.830 1.787
C -0.028 2.103 2.238
C -0.102 2.481 3.547
C 0.396 3.730 3.964
C 0.943 4.583 3.054
C 1.021 4.214 1.690
C 1.521 5.070 0.689
C 1.505 4.669 -0.614
C 1.027 3.395 -0.923
N 0.583 2.538 -0.009
C 0.536 2.955 1.292
H -1.570 0.862 1.906
H -0.180 0.112 2.405
H -0.560 1.815 4.271
H 0.324 4.011 5.006
H 1.307 5.556 3.356
H 1.882 6.053 0.965
H 1.838 5.313 -1.415
H 1.012 3.068 -1.950
Se -2.516 1.971 -0.335
C -1.927 3.704 -0.214
N -1.553 4.792 -0.129
```

Computed properties:
M: 987.44 g mol⁻¹
LUMO level: -7.263 eV
energy relative to the best compared isomer or geometry (same formula, charge and spin): 1.0593 eV
HOMO: -13.627 eV
charge: +2
frontier orbital gap: 6.36 eV

***

(5)
C21H25N3O6S in the gas phase in a non-equilibrium geometry, computed with the ωB97M-V functional and the def2-TZVPD basis.

Geometry as XYZ:
```
56
Properties=species:S:1:pos:R:3
C 3.337 4.339 0.724
O 1.934 4.456 0.645
C 1.217 3.394 0.213
C -0.173 3.555 0.228
C -1.000 2.531 -0.183
C -0.444 1.340 -0.614
S -1.451 -0.037 -1.125
O -1.035 -1.208 -0.407
O -1.459 -0.105 -2.561
N -2.985 0.413 -0.583
C -3.968 0.816 -1.576
C -5.110 -0.178 -1.335
O -5.011 -0.464 0.045
C -3.646 -0.499 0.353
C -3.407 -0.049 1.803
N -1.997 -0.019 2.090
C -1.272 -1.151 2.182
O -1.715 -2.266 2.374
C 0.230 -0.876 2.102
O 0.677 0.258 2.021
N 0.939 -2.003 2.151
C 2.374 -2.081 2.076
C 2.843 -3.037 0.971
C 2.565 -2.486 -0.399
C 3.476 -1.624 -0.999
C 3.228 -1.099 -2.255
C 2.060 -1.428 -2.925
C 1.146 -2.283 -2.333
C 1.398 -2.808 -1.078
C 0.925 1.170 -0.644
C 1.761 2.193 -0.237
H 3.687 5.285 1.135
H 3.782 4.188 -0.264
H 3.631 3.522 1.388
H -0.575 4.493 0.578
H -2.071 2.645 -0.163
H -3.531 0.748 -2.571
H -4.289 1.843 -1.374
H -6.102 0.229 -1.522
H -4.957 -1.090 -1.928
H -3.226 -1.510 0.224
H -3.886 -0.773 2.466
H -3.836 0.941 1.958
H -1.461 0.800 1.827
H 0.394 -2.856 2.195
H 2.735 -1.067 1.889
H 2.765 -2.425 3.042
H 3.916 -3.196 1.094
H 2.338 -3.997 1.099
H 4.389 -1.368 -0.479
H 3.945 -0.433 -2.713
H 1.859 -1.014 -3.902
H 0.228 -2.528 -2.844
H 0.675 -3.466 -0.621
H 1.326 0.228 -0.978
H 2.827 2.035 -0.258
```

Computed properties:
SMILES: COc1ccc(S(=O)(=O)N2CCO[C@@H]2CNC(=O)C(=O)NCCc2ccccc2)cc1
M: 447.51 g mol⁻¹
LUMO level: 0.674 eV
energy relative to the best compared isomer or geometry (same formula, charge and spin): 0.7229 eV
HOMO: -8.810 eV
charge: 0
frontier orbital gap: 9.48 eV

***

(6)
A molecular structure, C21H14ClIN4O2Ti, computed with the ωB97M-V functional and the def2-TZVPD basis.

Geometry as XYZ:
```
44
Properties=species:S:1:pos:R:3
Ti 0.280 -0.158 -0.474
O 3.321 2.510 -1.354
C 2.277 1.880 -1.234
N 1.946 1.002 -0.273
C 2.983 0.599 0.646
C 2.870 -0.886 0.880
C 3.856 -1.616 1.524
C 3.681 -2.975 1.714
C 2.515 -3.577 1.258
C 1.571 -2.794 0.633
N 1.741 -1.476 0.443
C 1.209 1.981 -2.292
C 1.361 2.822 -3.381
C 0.378 2.834 -4.355
C -0.717 1.989 -4.221
C -0.785 1.153 -3.127
N 0.161 1.141 -2.179
H 2.868 1.099 1.617
H 3.980 0.853 0.277
H 4.754 -1.117 1.865
H 4.445 -3.560 2.208
H 2.342 -4.635 1.391
H 0.635 -3.204 0.270
H 2.243 3.444 -3.431
H 0.464 3.486 -5.214
H -1.502 1.971 -4.964
H -1.604 0.458 -2.985
Cl -5.654 -0.520 2.937
C -4.334 -0.788 1.835
C -4.446 -1.792 0.897
C -3.408 -2.029 -0.001
I -3.542 -3.538 -1.430
C -2.247 -1.262 0.036
O -1.219 -1.400 -0.783
C -2.154 -0.241 1.007
N -0.966 0.469 0.968
C -0.805 1.471 1.887
C -1.779 1.776 2.816
C -2.978 1.076 2.862
C -3.185 0.025 1.928
H -5.345 -2.391 0.863
H 0.126 2.020 1.836
H -1.594 2.581 3.514
H -3.741 1.317 3.586
```

Computed properties:
M: 564.59 g mol⁻¹
LUMO level (spin up / spin down): -0.497 / -0.443 eV
energy relative to the best compared isomer or geometry (same formula, charge and spin): 0.0000 eV
HOMO (spin up / spin down): -5.204 / -7.281 eV
charge: 0
multiplicity: 3
frontier orbital gap (spin up / spin down): 4.71 / 6.84 eV

***

(7)
7 unconnected molecules or ions with the total composition C37H96F3N6O15S in a non-equilibrium geometry, computed with the ωB97M-V functional and the def2-TZVPD basis.

Geometry as XYZ:
```
158
Properties=species:S:1:pos:R:3
C -0.337 1.029 -0.070
F -1.150 0.466 -0.975
F -1.026 1.172 1.079
F 0.644 0.244 0.224
S 0.104 2.788 -0.696
O 1.025 2.618 -1.802
O -1.177 3.388 -1.131
O 0.881 3.437 0.384
C 5.440 -5.674 0.473
O 4.660 -6.546 1.327
C 5.009 -6.646 2.657
C 4.593 -5.386 3.445
N 3.057 -5.245 3.139
H 2.822 -5.484 2.186
H 2.575 -5.950 3.678
C 2.342 -3.998 3.689
C 1.005 -3.706 2.931
O 1.019 -3.679 1.536
C -0.071 -2.992 0.902
H 6.502 -5.874 0.332
H 5.353 -4.660 0.863
H 4.999 -5.588 -0.521
H 6.088 -6.732 2.783
H 4.420 -7.480 3.039
H 5.109 -4.492 3.093
H 4.523 -5.477 4.529
H 3.013 -3.147 3.577
H 2.223 -4.164 4.760
H 0.763 -2.662 3.131
H 0.292 -4.425 3.335
H -0.263 -1.998 1.307
H -0.920 -3.674 0.941
H 0.103 -2.740 -0.144
C 2.189 0.240 3.349
O 1.028 1.094 3.207
C 0.705 1.761 4.391
C 1.326 3.134 4.497
N 0.650 4.022 3.363
H 0.735 3.555 2.471
H -0.347 4.050 3.521
C 1.181 5.411 3.113
C 0.173 6.233 2.313
O -1.137 6.357 2.877
C -1.342 7.246 3.938
H 1.961 -0.624 3.973
H 3.045 0.726 3.817
H 2.517 -0.028 2.344
H 0.884 1.141 5.269
H -0.382 1.833 4.390
H 2.410 3.177 4.391
H 1.128 3.751 5.374
H 2.126 5.218 2.606
H 1.383 5.924 4.053
H 0.048 5.639 1.408
H 0.609 7.172 1.972
H -0.906 8.159 3.533
H -0.793 7.059 4.861
H -2.422 7.133 4.037
C -2.844 7.406 -0.400
O -3.396 6.108 -0.581
C -3.279 5.217 0.494
C -4.095 3.871 0.324
N -3.921 3.206 -1.066
H -4.263 3.902 -1.714
H -2.914 3.162 -1.125
C -4.595 1.864 -1.346
C -4.276 1.414 -2.734
O -4.446 2.397 -3.759
C -4.432 1.848 -5.105
H -3.033 8.128 -1.194
H -1.762 7.282 -0.370
H -2.995 7.843 0.587
H -3.602 5.715 1.408
H -2.228 4.998 0.679
H -5.145 3.936 0.610
H -3.545 3.120 0.891
H -5.670 1.899 -1.167
H -4.009 1.217 -0.694
H -4.911 0.532 -2.820
H -3.246 1.058 -2.747
H -5.053 0.954 -5.165
H -3.440 1.504 -5.396
H -4.681 2.604 -5.850
C 0.953 -4.113 -8.468
O 0.381 -3.481 -7.404
C -0.658 -4.284 -6.872
C -1.600 -3.408 -6.039
N -0.744 -2.405 -5.234
H -0.365 -2.846 -4.408
H 0.070 -2.256 -5.813
C -1.333 -1.013 -4.902
C -0.252 -0.178 -4.205
O 0.963 -0.070 -5.024
C 2.081 0.246 -4.177
H 0.253 -4.387 -9.257
H 1.350 -5.077 -8.149
H 1.778 -3.543 -8.895
H -0.256 -5.054 -6.213
H -1.302 -4.809 -7.577
H -2.184 -3.952 -5.298
H -2.174 -2.708 -6.646
H -2.302 -0.972 -4.404
H -1.579 -0.638 -5.896
H -0.070 -0.522 -3.187
H -0.489 0.883 -4.121
H 1.787 0.904 -3.359
H 2.824 0.798 -4.754
H 2.631 -0.627 -3.825
C 3.115 -1.687 -0.638
O 3.215 -0.271 -0.562
C 4.347 0.277 0.066
C 4.182 1.796 0.152
N 3.801 2.451 -1.235
H 4.318 1.918 -1.919
H 2.832 2.300 -1.475
C 4.163 3.968 -1.428
C 3.418 4.449 -2.620
O 3.667 3.749 -3.815
C 3.037 4.187 -5.022
H 3.915 -2.046 -1.285
H 2.139 -2.023 -0.989
H 3.356 -2.060 0.358
H 5.269 -0.017 -0.434
H 4.380 -0.113 1.084
H 5.070 2.353 0.451
H 3.374 2.104 0.816
H 5.215 4.124 -1.666
H 3.824 4.374 -0.475
H 3.810 5.460 -2.731
H 2.346 4.592 -2.484
H 3.155 3.458 -5.823
H 3.216 5.193 -5.401
H 2.002 4.315 -4.704
C -2.504 -5.314 5.928
O -2.754 -4.647 4.640
C -2.916 -5.585 3.567
C -3.335 -4.775 2.415
N -4.578 -3.914 2.770
H -5.345 -4.473 3.115
H -4.187 -3.491 3.601
C -4.920 -2.839 1.741
C -3.925 -1.699 1.755
O -3.629 -1.444 3.092
C -2.637 -0.488 3.293
H -1.819 -6.161 5.881
H -3.434 -5.744 6.302
H -2.166 -4.510 6.583
H -3.561 -6.392 3.913
H -2.007 -6.123 3.295
H -3.709 -5.506 1.699
H -2.575 -4.098 2.026
H -5.907 -2.591 2.133
H -5.041 -3.339 0.780
H -4.271 -0.769 1.306
H -3.062 -1.903 1.121
H -2.644 -0.315 4.369
H -2.912 0.433 2.780
H -1.701 -0.946 2.972
```

Computed properties:
M: 954.26 g mol⁻¹
LUMO level: -9.903 eV
energy relative to the best compared isomer or geometry (same formula, charge and spin): 6.2221 eV
HOMO: -18.525 eV
charge: +5
frontier orbital gap: 8.62 eV